# 1
Formula: C2H2F3NO
Source: the Open Molecules 2025 dataset
Level of theory: ωB97M-V/def2-TZVPD

Computed properties:
LUMO = 0.65 eV
Structure (SMILES) = O[C@@H](F)/C(F)=N/F
HOMO level = -11.73 eV
Energy above the lowest of the compared OMol25 structures with the same formula, charge and spin = 92.31 kcal/mol
Kohn-Sham gap = 12.37 eV

```
9
Properties=species:S:1:pos:R:3:forces:R:3:lowdin_charge:R:1
C 0.33500 0.70239 0.30843 -1.4 -1.6 0.3 -0.331
C -0.21238 -0.33388 -0.74702 -0.9 0.7 0.4 -0.262
N 0.26869 -1.47740 -0.79047 0.5 -2.2 -0.5 0.174
O -0.58928 0.64508 1.36284 2.6 0.2 2.1 0.007
F 1.57977 0.52634 0.86842 -0.5 -0.2 -1.3 0.053
F -1.32604 0.14002 -1.35712 1.2 -0.5 0.5 0.116
F -0.37115 -2.49090 -1.60014 0.3 2.1 0.8 -0.068
H 0.23530 1.61051 -0.21189 0.6 1.7 -0.4 0.134
H 0.08009 0.67785 2.16695 -2.4 -0.1 -1.9 0.177
```
Positions in Å, forces in eV/Å.

# 2
Formula: C2H2F3NO2
Source: the Open Molecules 2025 dataset
Level of theory: ωB97M-V/def2-TZVPD

Computed properties:
LUMO = 0.64 eV
Structure (SMILES) = O=C(NO)C(F)(F)F
HOMO level = -10.18 eV
Energy above the lowest of the compared OMol25 structures with the same formula, charge and spin = 48.48 kcal/mol
Kohn-Sham gap = 10.81 eV

```
10
Properties=species:S:1:pos:R:3:forces:R:3:lowdin_charge:R:1
C -0.42122 -0.06769 0.20284 -1.9 -1.2 1.9 -0.350
C 0.84100 -0.40283 1.05179 0.7 0.1 -1.5 -0.503
N -0.19617 0.15450 -1.10499 0.1 -0.3 2.7 0.011
O -1.52100 -0.09682 0.77716 1.6 0.4 -1.5 0.080
O -1.20671 0.57203 -1.87413 -1.9 0.9 -2.1 0.010
F 0.96542 0.44034 2.05524 -0.1 -0.1 0.3 0.188
F 1.90086 -0.15889 0.18679 0.1 -0.6 0.9 0.080
F 0.94668 -1.66642 1.51633 -0.3 1.2 -0.6 0.164
H 0.75461 0.35993 -1.37783 -0.4 0.3 -0.6 0.161
H -2.06347 0.86585 -1.43322 2.1 -0.8 0.5 0.159
```
Positions in Å, forces in eV/Å.

# 3
Formula: C2H2F3NS2
Source: the Open Molecules 2025 dataset
Level of theory: ωB97M-V/def2-TZVPD

Computed properties:
LUMO = -0.66 eV
Structure (SMILES) = N=C1SS1.FC(F)F
HOMO level = -9.03 eV
Energy above the lowest of the compared OMol25 structures with the same formula, charge and spin = 23.42 kcal/mol
Kohn-Sham gap = 8.37 eV

```
10
Properties=species:S:1:pos:R:3:forces:R:3:lowdin_charge:R:1
C 1.60807 -1.04265 0.83274 0.1 0.1 -0.2 -1.291
C -1.77990 1.03611 -0.64255 1.6 -0.8 -2.5 -0.474
N 0.82347 -1.59042 0.06112 -0.9 -0.6 -0.2 0.071
F -2.18303 2.27741 -0.70241 -1.3 0.8 0.1 0.140
F -1.30435 0.71845 -1.92063 -1.1 0.0 0.8 0.035
F -0.67562 1.05049 0.06958 0.3 -0.5 1.4 0.105
S 3.23545 -0.47929 1.07808 0.6 0.1 0.0 0.576
S 1.55688 -0.32647 2.36482 0.0 0.6 1.1 0.602
H 1.26467 -1.92655 -0.77229 0.2 -0.1 -0.7 0.058
H -2.54564 0.28292 -0.36848 0.5 0.6 0.2 0.176
```
Positions in Å, forces in eV/Å.

# 4
Formula: C2H2F4
Source: the Open Molecules 2025 dataset
Level of theory: ωB97M-V/def2-TZVPD

Computed properties:
LUMO = 0.93 eV
Structure (SMILES) = FC(F)C(F)F
HOMO level = -12.94 eV
Energy above the lowest of the compared OMol25 structures with the same formula, charge and spin = 51.68 kcal/mol
Kohn-Sham gap = 13.86 eV

```
8
Properties=species:S:1:pos:R:3:forces:R:3:lowdin_charge:R:1
C 0.15773 0.68231 -0.05705 0.4 6.4 -0.7 -0.245
C 0.14378 -0.65923 0.51580 1.4 0.3 0.3 -0.232
H 1.09906 1.35999 -0.20804 -1.1 -2.3 0.8 0.196
H 0.20802 -0.36582 1.74284 -0.9 -2.3 -3.1 0.239
F -0.50186 1.60022 0.96417 0.2 -1.9 -2.3 -0.090
F -0.39189 0.71171 -1.30158 -0.5 0.3 1.2 0.070
F 1.41824 -1.08746 0.07293 -1.6 -1.0 0.9 0.012
F -0.87072 -1.35032 -0.21188 2.1 0.5 2.9 0.049
```
Positions in Å, forces in eV/Å.

# 5
Formula: C2H2FIO
Source: the Open Molecules 2025 dataset
Level of theory: ωB97M-V/def2-TZVPD

Computed properties:
LUMO = -0.15 eV
HOMO level = -9.33 eV
Energy above the lowest of the compared OMol25 structures with the same formula, charge and spin = 35.55 kcal/mol
Kohn-Sham gap = 9.18 eV

```
7
Properties=species:S:1:pos:R:3:forces:R:3:lowdin_charge:R:1
C 1.86730 1.31124 -0.16492 -2.7 2.0 -0.8 -0.788
C -0.02674 0.61802 -0.80241 2.3 4.1 2.7 -0.047
O 2.13116 2.46141 0.03021 -0.9 -2.3 -0.4 -0.048
F -0.95016 1.08276 0.05982 0.0 -0.4 0.8 -0.027
I 3.27258 -0.20674 0.03130 0.5 -0.8 0.1 0.813
H 0.09993 -0.37862 -0.82234 0.4 -3.5 0.2 0.032
H -0.25793 1.10588 -1.67309 0.3 0.9 -2.6 0.065
```
Positions in Å, forces in eV/Å.

# 6
Formula: C2H2FIS
Source: the Open Molecules 2025 dataset
Level of theory: ωB97M-V/def2-TZVPD

Computed properties:
LUMO (alpha / beta) = -2.47 / -3.23 eV
HOMO level (alpha / beta) = -9.65 / -9.75 eV
Energy above the lowest of the compared OMol25 structures with the same formula, charge and spin = 42.23 kcal/mol
Kohn-Sham gap (alpha / beta) = 7.18 / 6.52 eV

```
7
Properties=species:S:1:pos:R:3:forces:R:3:lowdin_charge:R:1
C 0.55058 -0.63410 0.13122 1.6 -0.7 2.3 -0.904
C 0.28885 0.58795 -0.35633 -0.6 -1.0 -0.5 -0.036
F 0.54063 -1.72210 -0.62717 -0.4 0.0 -1.0 -0.002
S 1.34049 -0.86626 1.62524 -0.7 0.4 -0.3 0.754
I -3.03288 0.43806 0.46284 0.2 0.0 -0.1 0.107
H 0.06231 1.45846 0.14083 0.1 1.4 1.9 0.026
H 0.25003 0.73800 -1.37664 -0.2 -0.1 -2.3 0.055
```
Positions in Å, forces in eV/Å.

# 7
Formula: C2H2FIS
Source: the Open Molecules 2025 dataset
Level of theory: ωB97M-V/def2-TZVPD

Computed properties:
LUMO = -1.51 eV
HOMO level = -10.13 eV
Energy above the lowest of the compared OMol25 structures with the same formula, charge and spin = 39.86 kcal/mol
Kohn-Sham gap = 8.62 eV

```
7
Properties=species:S:1:pos:R:3:forces:R:3:lowdin_charge:R:1
C 0.31718 0.46228 0.45265 -0.8 3.1 3.4 -0.814
C 0.00122 -0.65621 -0.39062 0.4 -0.3 0.7 -0.650
F -1.09648 0.71263 1.67307 2.4 -0.9 -2.5 -0.375
S 1.38317 1.61756 0.69043 -1.3 -1.8 -0.4 0.817
I -1.13769 0.34854 -1.93394 0.2 -0.8 0.1 0.864
H 1.00593 -1.00648 -0.66037 -0.4 0.0 -0.9 0.073
H -0.47333 -1.47832 0.16878 -0.5 0.6 -0.5 0.085
```
Positions in Å, forces in eV/Å.

# 8
Formula: C2H2FLiNiO2
Source: the Open Molecules 2025 dataset
Level of theory: ωB97M-V/def2-TZVPD

Computed properties:
LUMO (alpha / beta) = -0.46 / -0.77 eV
HOMO level (alpha / beta) = -8.14 / -7.68 eV
Kohn-Sham gap (alpha / beta) = 7.68 / 6.92 eV
Expectation value of S² = 2.03
Multiplicity = 3

```
9
Properties=species:S:1:pos:R:3:forces:R:3:lowdin_spin:R:1
F -0.46113 -1.06978 1.65788 1.1 1.2 -1.4 0.058
C -0.37265 -0.46977 0.37011 -3.0 0.1 0.8 0.356
C -1.54884 0.23303 0.08763 1.2 -0.6 0.3 0.010
H -1.94627 0.17689 -0.93052 0.5 0.8 0.2 0.000
H -2.24759 0.46142 0.90786 0.2 -0.4 -0.4 0.003
O 1.81431 -0.15974 0.29750 1.7 0.0 -0.7 0.422
O 2.17446 0.59261 -0.95352 0.3 -0.4 0.3 0.061
Li 1.90631 -1.12668 -1.34443 -0.3 0.4 0.6 0.006
Ni 0.68141 1.36203 -0.09251 -1.7 -1.0 0.2 1.084
```
Positions in Å, forces in eV/Å.

# 9
Formula: C2H2FLiOYb
Source: the Open Molecules 2025 dataset
Level of theory: ωB97M-V/def2-TZVPD

Computed properties:
LUMO (alpha / beta) = -4.16 / -4.35 eV
Charge = +1
HOMO level (alpha / beta) = -9.10 / -12.15 eV
Kohn-Sham gap (alpha / beta) = 4.95 / 7.80 eV
Expectation value of S² = 0.75
Multiplicity = 2

```
8
Properties=species:S:1:pos:R:3:forces:R:3:lowdin_spin:R:1
H 1.58848 -0.05257 -0.46335 0.7 -0.9 3.8 0.001
C 0.09537 0.66853 1.03101 -0.1 0.0 1.1 0.016
C 0.63333 -0.26147 0.24544 3.0 1.6 -3.1 0.023
O 0.10410 -0.52103 -0.96835 -3.3 -1.5 -1.7 0.115
Li 0.20710 -2.53846 -0.87686 0.0 0.9 0.0 0.117
Yb -1.86261 0.53066 -1.56072 0.0 -0.1 -0.2 0.665
F -0.98350 1.38605 0.49113 -0.5 -0.6 0.5 0.062
H 0.21772 0.78828 2.10170 0.2 0.6 -0.4 0.002
```
Positions in Å, forces in eV/Å.

# 10
Formula: C2H2FN3
Source: the Open Molecules 2025 dataset
Level of theory: ωB97M-V/def2-TZVPD

Computed properties:
LUMO = -0.11 eV
HOMO level = -8.76 eV
Energy above the lowest of the compared OMol25 structures with the same formula, charge and spin = 117.88 kcal/mol
Kohn-Sham gap = 8.65 eV

```
8
Properties=species:S:1:pos:R:3:forces:R:3:lowdin_charge:R:1
C -0.08837 0.56727 -0.09028 -1.1 -1.0 -0.7 -0.052
C -0.35356 1.73917 0.40563 -0.1 1.3 -0.8 -0.114
N -0.35971 -0.62695 -0.24749 -1.7 0.9 0.6 0.076
N 0.56205 -1.52056 -0.78411 -0.4 -2.5 -2.9 -0.308
N 1.68531 -1.60242 -0.47298 1.6 -0.2 0.3 0.075
F -0.91911 2.82844 -0.14592 -0.1 -0.7 -0.8 0.033
H 0.09171 2.03664 1.28045 1.0 0.2 2.3 0.094
H 0.03427 -2.24955 -1.52307 0.9 2.0 1.9 0.196
```
Positions in Å, forces in eV/Å.

# 11
Formula: C2H2FNO
Source: the Open Molecules 2025 dataset
Level of theory: ωB97M-V/def2-TZVPD

Computed properties:
LUMO (alpha / beta) = -1.67 / -1.11 eV
HOMO level (alpha / beta) = -10.76 / -9.87 eV
Energy above the lowest of the compared OMol25 structures with the same formula, charge and spin = 136.07 kcal/mol
Kohn-Sham gap (alpha / beta) = 9.09 / 8.76 eV

```
7
Properties=species:S:1:pos:R:3:forces:R:3:lowdin_charge:R:1
C -0.27805 0.65646 0.53592 -1.6 -2.2 1.9 -0.121
C 0.84166 -0.18724 -0.26048 -0.2 0.7 -1.4 -0.253
N 0.26370 1.53218 -0.06684 -0.1 0.7 -0.5 0.217
O 1.80881 -0.37981 0.45519 0.4 -1.2 1.2 0.022
F 3.30294 0.22384 -0.09128 0.2 0.3 -0.5 -0.198
H -1.00127 0.23441 1.38044 1.6 1.3 -2.0 0.178
H 0.75909 -0.47389 -1.34523 -0.2 0.5 1.3 0.154
```
Positions in Å, forces in eV/Å.

# 12
Formula: C2H2FNO2
Source: the Open Molecules 2025 dataset
Level of theory: ωB97M-V/def2-TZVPD

Computed properties:
LUMO = 0.53 eV
HOMO level = -9.88 eV
Energy above the lowest of the compared OMol25 structures with the same formula, charge and spin = 26.98 kcal/mol
Kohn-Sham gap = 10.42 eV

```
8
Properties=species:S:1:pos:R:3:forces:R:3:lowdin_charge:R:1
C -0.95740 1.05013 -0.04918 -0.7 -0.1 4.8 -0.425
C -1.41464 1.26899 1.85358 0.5 0.8 -3.0 -0.323
N -0.13989 0.04352 -0.35322 -0.2 -0.5 -3.1 0.147
O -1.55055 1.84501 -0.66173 -0.5 0.6 -1.6 0.124
O -2.27672 1.99647 2.20730 0.9 -1.1 -0.2 0.140
F -0.48120 0.73856 2.65667 0.0 -0.3 0.4 0.065
H 0.46596 -0.44350 0.28056 -0.2 0.1 0.2 0.102
H -0.12319 -0.18706 -1.40875 0.3 0.5 2.5 0.168
```
Positions in Å, forces in eV/Å.